No. 1
C19H32Cl3N2SbSi2Zn as an isolated structure, computed with ωB97M-V with the def2-TZVPD basis set.

Output
Relative energy (zero: lowest compared OMol25 entry of this formula, charge and spin) (kcal/mol): 3.4
Highest occupied orbital energy (eV): -7.9
Total energy (Ha): -4832.01081

Geometry as ORCA input:
```
! wB97M-V def2-TZVPD RIJCOSX def2/J DEFGRID3
* xyz 0 1
Zn 0.296 -0.113 -0.018
N 2.529 -0.011 -0.221
C 3.245 -0.217 1.060
C 3.126 1.023 1.957
C 2.282 0.834 3.222
C 0.820 1.208 3.045
N 0.104 0.227 2.185
H 2.778 -0.742 -0.881
H 2.818 0.870 -0.637
H 4.294 -0.450 0.887
H 2.798 -1.089 1.542
H 2.693 1.839 1.369
H 4.127 1.352 2.238
H 2.682 1.454 4.026
H 2.354 -0.204 3.568
H 0.736 2.185 2.571
H 0.344 1.276 4.024
H -0.876 0.493 2.137
H 0.124 -0.682 2.636
Cl -1.195 3.144 0.824
Si -0.091 2.189 -0.734
Cl 1.642 3.382 -0.823
Cl -1.162 2.748 -2.433
C -4.124 -4.505 -0.698
C -3.358 -4.803 0.422
C -2.126 -4.181 0.610
C -1.630 -3.256 -0.317
C -2.422 -2.969 -1.437
C -3.654 -3.584 -1.630
Si 0.075 -2.478 -0.108
C 1.163 -3.129 -1.511
C 1.126 -2.529 -2.778
C 1.906 -3.000 -3.828
C 2.759 -4.080 -3.627
C 2.824 -4.685 -2.376
C 2.032 -4.214 -1.332
H -5.084 -4.987 -0.847
H -3.716 -5.525 1.147
H -1.536 -4.429 1.486
H -2.061 -2.266 -2.188
H -4.249 -3.347 -2.505
H 0.618 -3.196 1.097
H 0.476 -1.673 -2.950
H 1.853 -2.523 -4.800
H 3.374 -4.446 -4.443
H 3.491 -5.526 -2.214
H 2.087 -4.702 -0.360
C -4.494 -1.008 1.282
Sb -3.403 0.425 0.110
C -4.555 0.186 -1.684
C -4.590 2.071 0.802
H -5.558 -0.949 1.039
H -4.356 -0.779 2.342
H -4.129 -2.017 1.089
H -5.612 0.104 -1.420
H -4.242 -0.704 -2.229
H -4.402 1.063 -2.317
H -5.643 1.778 0.775
H -4.430 2.939 0.158
H -4.310 2.341 1.823
*
```

***

No. 2
C19H32F4N2PdSi as an isolated structure at a distorted geometry, computed with ωB97M-V with the def2-TZVPD basis set.

Output
⟨S²⟩: 2.009
Highest occupied orbital energy (spin up / spin down) (eV): -7.3 / -7.6
Total energy (Ha): -1669.45186

Geometry as ORCA input:
```
! wB97M-V def2-TZVPD RIJCOSX def2/J DEFGRID3
* xyz 0 3
Pd -0.335 -0.922 -0.647
C -2.321 -3.410 -1.176
N -2.399 -2.019 -0.732
C -3.412 -1.285 -1.486
C -2.674 -1.929 0.704
C -1.554 -2.495 1.577
N -0.263 -2.359 0.906
C 0.923 -2.353 1.598
C 2.135 -2.343 0.865
F 2.079 -2.362 -0.475
C 3.378 -2.301 1.445
F 4.457 -2.273 0.653
C 3.535 -2.299 2.816
C 2.382 -2.342 3.564
F 2.466 -2.350 4.902
C 1.125 -2.368 2.995
F 0.083 -2.416 3.846
H -3.249 -3.947 -0.938
H -1.482 -3.903 -0.689
H -2.166 -3.439 -2.254
H -4.416 -1.696 -1.316
H -3.187 -1.346 -2.550
H -3.403 -0.238 -1.189
H -3.620 -2.436 0.942
H -2.797 -0.870 0.931
H -1.739 -3.555 1.791
H -1.618 -1.971 2.525
H 4.511 -2.264 3.279
C -1.840 2.257 -1.291
Si -0.219 1.410 -0.823
C 0.229 2.017 0.947
C 1.585 1.480 1.427
C -0.855 1.473 1.893
C 0.229 3.548 1.017
C 1.021 1.774 -2.246
C 1.124 3.274 -2.539
C 2.413 1.209 -1.940
C 0.470 1.060 -3.492
H -1.684 3.332 -1.440
H -2.591 2.131 -0.506
H -2.249 1.843 -2.217
H 1.673 0.400 1.279
H 1.702 1.675 2.501
H 2.420 1.962 0.918
H -0.837 0.380 1.920
H -1.861 1.792 1.599
H -0.677 1.836 2.912
H 1.009 3.981 0.383
H 0.419 3.880 2.046
H -0.732 3.971 0.705
H 1.509 3.831 -1.681
H 0.157 3.702 -2.816
H 1.813 3.444 -3.377
H 2.897 1.742 -1.121
H 3.058 1.311 -2.823
H 2.372 0.146 -1.678
H -0.513 1.446 -3.780
H 0.373 -0.017 -3.325
H 1.148 1.204 -4.342
*
```

***

No. 3
A 5-piece molecular cluster, C19H32INO19P2 overall at a distorted geometry, computed with ωB97M-V with the def2-TZVPD basis set.

Output
SMILES: N[C@@](I)([C@@H](OCCCCC(=O)O)[PH2]=O)P(=O)(O)O.O=C1OCCO1.O=C1OCCO1.O=C1OCCO1.O=C1OCCO1
Highest occupied orbital energy (eV): -9.7
Total energy (Ha): -3207.80124

Geometry as ORCA input:
```
! wB97M-V def2-TZVPD RIJCOSX def2/J DEFGRID3
* xyz 0 1
N -1.838 -0.320 2.048
C -0.849 0.420 1.141
I 0.621 -1.071 0.377
C -1.531 1.090 -0.189
O -2.999 1.181 -0.165
C -3.642 -0.049 -0.640
C -4.978 -0.522 0.163
C -5.238 0.155 1.622
C -6.829 0.589 1.892
C -7.091 2.204 1.796
O -8.391 2.609 1.785
O -6.070 3.263 1.759
P -0.872 2.871 -0.589
O -1.407 3.364 -2.025
P 0.106 1.633 2.265
O 1.462 2.181 1.666
O 0.520 0.715 3.729
O -1.022 2.859 2.773
H -1.530 -1.302 2.224
H -1.972 0.221 2.932
H -1.240 0.443 -1.149
H -2.837 -0.921 -0.514
H -3.894 -0.042 -1.805
H -4.864 -1.696 0.350
H -5.966 -0.425 -0.498
H -4.608 1.105 1.874
H -5.003 -0.661 2.459
H -7.095 0.253 3.002
H -7.580 0.036 1.184
H -6.042 3.734 0.874
H 0.588 2.901 -0.698
H -1.396 3.810 0.369
H 0.706 -0.213 3.344
H -0.592 3.760 2.854
O 3.413 -2.495 -1.992
C 3.818 -1.388 -2.305
O 3.761 -0.875 -3.569
C 4.113 0.492 -3.474
C 4.920 0.552 -2.218
O 4.387 -0.501 -1.438
H 4.685 0.807 -4.351
H 3.198 1.089 -3.412
H 5.984 0.359 -2.394
H 4.814 1.510 -1.700
O 6.182 2.907 -3.677
C 6.149 3.828 -2.877
O 5.008 4.462 -2.477
C 5.362 5.301 -1.394
C 6.823 5.535 -1.604
O 7.248 4.360 -2.268
H 4.784 6.229 -1.417
H 5.153 4.774 -0.456
H 7.020 6.397 -2.249
H 7.363 5.665 -0.662
O -3.894 -3.715 1.030
C -4.660 -4.415 0.390
O -5.184 -4.076 -0.824
C -5.831 -5.229 -1.329
C -6.136 -6.019 -0.098
O -5.106 -5.640 0.796
H -6.733 -4.957 -1.883
H -5.144 -5.753 -2.002
H -7.103 -5.751 0.342
H -6.115 -7.097 -0.279
O 7.808 -3.098 2.773
C 6.769 -3.077 2.134
O 5.591 -2.561 2.592
C 4.704 -2.520 1.490
C 5.250 -3.565 0.571
O 6.634 -3.568 0.867
H 3.681 -2.739 1.808
H 4.734 -1.518 1.049
H 4.841 -4.559 0.778
H 5.080 -3.322 -0.482
*
```

***

No. 4
A 2-piece molecular cluster, C19H32N5O3 overall at a distorted geometry, computed with ωB97M-V with the def2-TZVPD basis set.

Output
Highest occupied orbital energy (eV): -11.4
Total energy (Ha): -1242.50382

Geometry as ORCA input:
```
! wB97M-V def2-TZVPD RIJCOSX def2/J DEFGRID3
* xyz 1 1
O -1.278 2.872 0.273
O 3.353 -0.471 3.518
O 3.803 -1.263 -0.112
C -1.020 2.421 -0.839
C 3.333 -1.621 3.932
C 4.117 -1.876 0.902
C 1.261 0.170 0.877
C 1.082 -0.982 1.594
C 0.191 0.683 2.751
N 0.692 1.198 1.612
N 5.399 -1.849 1.283
N -1.953 1.916 -1.735
N 3.148 -2.688 3.148
N 0.416 -0.646 2.759
C 3.516 -1.894 5.407
C 6.079 -2.628 2.320
C -5.606 1.171 -1.593
C -5.606 2.469 -2.397
C -1.632 0.551 -4.867
C -4.206 1.039 -0.981
C -4.149 2.679 -2.778
C -1.144 1.818 -4.175
C -2.078 -0.013 -3.521
C -3.389 2.206 -1.540
C -1.352 1.135 -2.829
C 1.592 -2.359 1.222
C 3.037 -2.687 1.672
H 0.033 2.342 -1.090
H 1.793 0.252 -0.066
H -0.322 1.251 3.523
H 0.579 2.167 1.315
H 5.975 -1.247 0.714
H 3.157 -3.586 3.608
H 0.176 -1.285 3.505
H 3.630 -0.945 5.932
H 2.649 -2.424 5.798
H 4.413 -2.493 5.556
H 5.997 -2.122 3.283
H 5.660 -3.633 2.388
H 7.139 -2.716 2.071
H -5.797 0.323 -2.259
H -6.384 1.184 -0.822
H -5.949 3.299 -1.769
H -6.255 2.407 -3.276
H -2.442 0.711 -5.587
H -0.833 -0.027 -5.342
H -3.766 0.072 -1.241
H -4.251 1.104 0.111
H -3.918 2.074 -3.656
H -3.934 3.727 -3.010
H -1.783 2.689 -4.346
H -0.106 2.089 -4.392
H -3.164 -0.025 -3.405
H -1.685 -1.007 -3.286
H -3.483 3.029 -0.821
H -0.396 0.726 -2.481
H 1.526 -2.469 0.137
H 0.917 -3.102 1.649
H 3.221 -3.715 1.357
*
```

***

> Which of these has the lowest total energy?

C19H32Cl3N2SbSi2Zn

***

> Among the records above, which one has the lowest total energy?

C19H32Cl3N2SbSi2Zn

***

> Among the records above, which one has the highest total energy?

C19H32N5O3

***

> Among the records above, which one has the highest total energy?

C19H32N5O3